Molecular formula: C35H47F5N3O15S4
Method: DFT, the ωB97M-V functional and the def2-TZVPD basis

Geometry as XYZ:
```
109
Properties=species:S:1:pos:R:3
C 2.3788 3.6083 3.9016
C 2.5724 2.4162 3.6802
C 2.2102 0.9521 3.3509
C 2.5534 -0.1273 4.3597
N 3.2316 0.2920 5.5302
C 2.6949 -0.1992 6.6409
C 3.3368 -1.3904 7.4833
C 1.3538 0.4849 7.1815
N 2.2249 -1.4773 4.1060
C 1.5788 -1.9020 2.9022
C 1.3298 -3.4549 2.7615
C 2.1846 -4.1037 1.5743
O 1.9947 -5.2541 1.2612
O 3.1757 -3.3777 0.8691
C 4.4847 -3.7734 1.2246
C 5.7595 -3.2292 0.4464
O 4.6476 -4.5194 2.1766
C 1.1962 -0.9451 1.8180
C 0.5239 -1.3536 0.4518
O 1.2775 -1.6886 -0.4418
N -0.9106 -1.3163 0.1574
C -1.6036 -2.5319 0.5559
O -2.0116 -3.2765 -0.2902
F -1.8761 -2.8814 1.8889
C 1.5384 0.5252 2.0906
C 1.2289 1.6636 1.0270
O 0.1235 1.6872 0.5417
O 2.2060 2.6361 0.7062
C 3.0939 2.2059 -0.3014
F 3.9022 3.3216 -0.5941
F 2.4666 1.8781 -1.5048
C 4.0979 1.0445 0.1353
F 3.7497 -0.1645 -0.4909
F 5.4339 1.3144 -0.2256
H 2.2132 4.6897 4.1711
H 2.9732 -2.3454 6.9935
H 4.4698 -1.3538 7.4831
H 2.9205 -1.3193 8.5366
H 0.6981 0.6787 6.2844
H 0.9016 -0.2584 7.9069
H 1.6712 1.4361 7.7000
H 2.4814 -2.2034 4.7890
H 1.6307 -3.9998 3.7186
H 0.2320 -3.6985 2.5971
H 5.9418 -2.1748 0.8241
H 6.6233 -3.9055 0.7423
H 5.6059 -3.1753 -0.6705
H -1.3688 -0.4611 0.5021
H 4.0885 0.8495 1.2579
C 0.9451 1.4298 -4.4233
C 0.1327 0.3248 -3.7416
C -1.1582 0.1433 -4.5426
S -0.7751 0.6260 -6.2247
O -1.5364 1.8095 -6.5467
O -0.7794 -0.5441 -7.0677
C 0.9158 1.1076 -5.9127
H 1.9668 1.4740 -4.0429
H 0.4735 2.4005 -4.2412
H 0.7065 -0.6070 -3.7510
H -0.0825 0.5661 -2.6983
H -1.4966 -0.8925 -4.5325
H -1.9514 0.7968 -4.1766
H 1.1835 1.9556 -6.5414
H 1.5536 0.2523 -6.1434
C -6.6979 -0.0088 -6.3502
C -5.5058 0.9436 -6.4714
C -5.4716 1.8014 -5.2047
S -6.2179 0.8124 -3.9113
O -7.4462 1.4480 -3.4963
O -5.1971 0.4176 -2.9634
C -6.6230 -0.5869 -4.9422
H -6.6683 -0.7939 -7.1072
H -7.6307 0.5492 -6.4777
H -4.5818 0.3624 -6.5464
H -5.5750 1.5652 -7.3656
H -4.4514 2.0582 -4.9197
H -6.0645 2.7094 -5.3201
H -7.5584 -1.0341 -4.6108
H -5.8101 -1.3099 -4.8568
C 7.6799 5.8420 2.6283
C 6.6434 4.8861 2.0319
C 6.0876 4.0384 3.1793
S 6.2342 5.0398 4.6585
O 7.1797 4.4104 5.5464
O 4.9144 5.4400 5.0957
C 7.0311 6.4316 3.8749
H 7.9673 6.6206 1.9204
H 8.5807 5.2850 2.9030
H 5.8342 5.4648 1.5760
H 7.0756 4.2573 1.2514
H 5.0408 3.7815 3.0198
H 6.6747 3.1309 3.3272
H 7.7476 6.8828 4.5599
H 6.2564 7.1540 3.6109
C -7.5382 -3.3733 -0.4559
C -9.0592 -3.5056 -0.5727
C -9.3941 -3.6532 -2.0592
S -7.9613 -4.4103 -2.8225
O -7.3739 -3.4624 -3.7395
O -8.2876 -5.7585 -3.2163
C -6.9581 -4.4653 -1.3466
H -7.2006 -3.4772 0.5767
H -7.2244 -2.3890 -0.8174
H -9.3899 -4.3965 -0.0305
H -9.5739 -2.6475 -0.1368
H -10.2642 -4.2902 -2.2150
H -9.5546 -2.6830 -2.5311
H -5.9120 -4.3011 -1.6023
H -7.0847 -5.4508 -0.8945
```

Properties
Total charge: +1
Kohn-Sham gap in eV: 5.964
HOMO in eV: -11.3
2S+1: 1

---

Molecular formula: C35H47F9O22S2
Method: DFT, the ωB97M-V functional and the def2-TZVPD basis

Geometry as XYZ:
```
115
Properties=species:S:1:pos:R:3
C 4.1336 1.7970 -1.1436
C 3.8705 0.8805 -2.3711
C 4.3121 -0.5589 -2.1215
C 3.7072 -1.5856 -3.0890
C 2.1670 -1.6453 -3.0976
C 1.7032 -2.1157 -4.5004
C 0.2421 -2.5773 -4.5036
C 0.1525 -4.0317 -3.9736
C -1.2762 -4.3554 -3.4895
C -1.5879 -4.1557 -1.9925
C -0.4286 -4.0099 -0.9790
C -0.5391 -2.4976 -0.6301
O 0.2768 -1.9165 -0.0444
O -1.6661 -1.9468 -1.1966
C -2.5456 -3.0587 -1.4708
S -3.0220 -3.6457 0.2273
S -3.8534 -2.3426 -2.5231
O -3.3697 -1.0707 -2.9643
O -4.1832 -3.1374 -3.6570
C -5.4679 -1.9678 -1.6811
F -6.4384 -2.6053 -2.3145
F -5.5661 -2.3411 -0.4114
C -5.8444 -0.4477 -1.7377
F -6.9337 -0.3453 -0.9757
F -4.9063 0.2620 -1.1214
C -6.2418 0.0944 -3.1590
F -7.5764 0.1611 -3.2018
F -5.8719 -0.6557 -4.1638
C -5.7678 1.5615 -3.3283
F -6.2999 2.0288 -4.4553
F -4.4784 1.6695 -3.4555
F -6.2441 2.3216 -2.3721
H 4.4698 2.7619 -1.5127
H 4.8700 1.3489 -0.4772
H 3.1910 1.9420 -0.6139
H 2.8105 0.9748 -2.5984
H 4.4068 1.2952 -3.2249
H 4.1853 -0.8610 -1.0776
H 5.3940 -0.5728 -2.3029
H 4.0246 -1.3135 -4.1007
H 4.0722 -2.5932 -2.8731
H 1.6860 -0.6856 -2.9092
H 1.8021 -2.3720 -2.3662
H 2.3481 -2.9646 -4.7541
H 1.9049 -1.3163 -5.2151
H -0.0721 -2.6254 -5.5511
H -0.4473 -1.8900 -4.0058
H 0.9554 -4.2801 -3.2814
H 0.3178 -4.6638 -4.8493
H -1.4498 -5.4111 -3.7053
H -1.9521 -3.8314 -4.1629
H -2.0990 -5.0820 -1.7010
H -0.4155 -4.7157 -0.1595
H 0.5873 -4.0657 -1.3744
H -3.3468 -2.5218 0.9070
O -8.8822 8.4213 -3.2067
C -8.7790 7.2440 -3.1183
O -9.5934 6.3477 -3.7371
C -9.0184 5.0494 -3.5779
C -8.1685 5.2182 -2.3413
O -7.8293 6.6050 -2.3830
H -9.7929 4.2951 -3.4599
H -8.4259 4.8137 -4.4644
H -8.7226 5.0180 -1.4218
H -7.2745 4.6010 -2.3580
O 1.3329 2.0396 -4.4326
C 0.3610 2.5174 -3.9503
O 0.3450 3.2431 -2.8001
C -0.9495 3.8335 -2.6732
C -1.8113 2.9126 -3.5042
O -0.8888 2.4136 -4.4728
H -1.2556 3.8739 -1.6302
H -0.9149 4.8495 -3.0725
H -2.2038 2.0746 -2.9276
H -2.6368 3.4285 -3.9887
O -0.3774 -3.2241 2.8265
C -0.8332 -2.2216 3.2691
O -0.1484 -1.3158 4.0040
C -0.9738 -0.1552 4.1574
C -2.3631 -0.7161 3.9690
O -2.1315 -1.8341 3.1069
H -0.8284 0.2958 5.1347
H -0.7066 0.5720 3.3902
H -2.8017 -1.0758 4.9023
H -3.0464 -0.0061 3.5083
O 1.2443 1.9034 5.1965
C 1.5399 1.4355 6.2498
O 0.7205 1.4156 7.3355
C 1.3292 0.5728 8.3218
C 2.7884 0.6164 7.9403
O 2.7262 0.8515 6.5257
H 1.1410 0.9529 9.3233
H 0.9043 -0.4302 8.2367
H 3.3191 1.4449 8.4130
H 3.3122 -0.3066 8.1607
O 6.9172 2.2621 -2.5287
C 7.4929 2.7412 -1.6103
O 8.8003 2.5071 -1.3106
C 9.1867 3.4268 -0.2894
C 7.8665 3.7696 0.3600
O 6.9404 3.5986 -0.7121
H 9.8907 2.9651 0.3993
H 9.6612 4.2929 -0.7557
H 7.6042 3.0808 1.1659
H 7.8332 4.7881 0.7401
O 4.8734 -0.8627 9.0562
C 4.9501 -2.0498 9.1183
O 4.1856 -2.9006 8.3926
C 4.7166 -4.2185 8.5607
C 5.4419 -4.1085 9.8809
O 5.8060 -2.7253 9.9187
H 3.9196 -4.9576 8.5741
H 5.3885 -4.4355 7.7287
H 4.7961 -4.3258 10.7338
H 6.3238 -4.7418 9.9343
```

Properties
Kohn-Sham gap in eV: 10.024
Relative energy (zero: lowest compared OMol25 entry of this formula, charge and spin) in kcal/mol: 0.00
HOMO in eV: -9.8
2S+1: 1
SMILES: CCCCCCCCC[C@H]1CC(=O)O[C@@]1(S)S(=O)(=O)C(F)(F)C(F)(F)C(F)(F)C(F)(F)F.O=C1OCCO1.O=C1OCCO1.O=C1OCCO1.O=C1OCCO1.O=C1OCCO1.O=C1OCCO1

---

Molecular formula: C35H47N5O8PW
Method: DFT, the ωB97M-V functional and the def2-TZVPD basis

Geometry as XYZ:
```
97
Properties=species:S:1:pos:R:3
W 0.0686 -0.2839 -0.1490
C 0.9619 2.9116 -0.8208
C 1.6116 2.5873 -2.1675
C 1.7571 1.0751 -2.4223
N 0.5400 0.3223 -2.0739
C -0.4478 0.2011 -3.0186
C -0.4457 0.8875 -4.2366
C -1.3281 0.8421 -5.3111
C -2.4979 0.1188 -5.4699
C -3.0766 -0.7476 -4.5495
C -2.6002 -1.1508 -3.3172
C -1.4290 -0.8041 -2.6210
N -1.0714 -1.4275 -1.4700
C -1.6600 -2.7417 -1.1956
C -0.7309 -3.5464 -0.2832
C 0.7302 -3.3293 -0.6560
N 1.2079 -2.0032 -0.2180
C 2.5669 -1.9123 -0.0820
C 3.4377 -2.8694 -0.6220
C 4.8083 -3.0417 -0.5031
C 5.6961 -2.3790 0.3269
C 5.4033 -1.2763 1.1168
C 4.2508 -0.5062 1.1478
C 2.9920 -0.6687 0.5345
N 2.0422 0.3187 0.4863
C 2.6586 1.6569 0.7373
C 1.8943 2.9474 0.3877
H 0.1487 2.1876 -0.6301
H 0.5140 3.9057 -0.8986
H 2.5946 3.0540 -2.2291
H 1.0002 3.0330 -2.9546
H 2.5736 0.6632 -1.8192
H 2.0259 0.9052 -3.4707
H 0.3831 1.5592 -4.3978
H -1.0559 1.4719 -6.1477
H -3.0206 0.2381 -6.4098
H -4.0191 -1.1909 -4.8448
H -3.2433 -1.8465 -2.7966
H -1.7598 -3.2853 -2.1431
H -2.6546 -2.6534 -0.7413
H -0.9593 -4.6073 -0.3997
H -0.8574 -3.3034 0.7721
H 0.8442 -3.4271 -1.7465
H 1.3211 -4.1121 -0.1667
H 2.9751 -3.5808 -1.2904
H 5.2214 -3.8422 -1.1025
H 6.7120 -2.7484 0.3642
H 6.2145 -0.9131 1.7369
H 4.3525 0.3625 1.7819
H 3.5953 1.6753 0.1679
H 2.9377 1.7359 1.7961
H 2.6591 3.7069 0.2133
H 1.3189 3.3045 1.2429
O 0.0051 1.3067 1.8249
H 0.7142 1.5569 2.4384
H -0.8274 1.4340 2.3243
C -4.6526 -2.9590 3.0701
C -3.8400 -2.7823 1.8021
O -2.5056 -2.2987 2.1249
P -1.6507 -1.0804 1.5957
O -0.2021 -1.3734 2.3411
C -0.0530 -1.9177 3.6983
C 0.0570 -3.4278 3.6619
O -2.1665 0.1791 2.4931
C -3.5329 0.4916 2.8886
C -3.6424 0.5169 4.3982
H -5.6012 -3.4198 2.8035
H -4.8612 -2.0155 3.5638
H -4.1384 -3.6119 3.7702
H -4.3221 -2.0960 1.1039
H -3.7041 -3.7557 1.3258
H -0.9138 -1.5966 4.2886
H 0.8554 -1.4605 4.0949
H -0.8792 -3.8723 3.3368
H 0.2807 -3.7960 4.6592
H 0.8534 -3.7392 2.9905
H -4.2125 -0.2325 2.4436
H -3.7470 1.4754 2.4595
H -3.4888 -0.4703 4.8231
H -4.6360 0.8622 4.6739
H -2.9117 1.1996 4.8249
O -3.2598 -0.3036 -0.0871
C -2.7671 0.7792 -0.4187
O -1.4674 0.9440 -0.3285
C -3.5317 1.9272 -0.9259
C -4.8332 1.8092 -1.4256
C -5.4920 2.9258 -1.9147
C -4.8737 4.1701 -1.9150
C -3.5821 4.2763 -1.4128
C -2.9115 3.1746 -0.9202
N -2.8777 5.5587 -1.3932
O -3.4875 6.5309 -1.7324
O -1.7164 5.5104 -1.0430
H -5.3032 0.8387 -1.4259
H -6.4955 2.8313 -2.2996
H -5.3713 5.0561 -2.2843
H -1.9213 3.3014 -0.5091
```

Properties
Total charge: +3
Kohn-Sham gap (alpha / beta) in eV: 5.510 / 5.512
HOMO (alpha / beta) in eV: -16.1 / -16.1
2S+1: 1

---

Molecular formula: C35H48BrN3O2OsSi
Method: DFT, the ωB97M-V functional and the def2-TZVPD basis

Geometry as XYZ:
```
91
Properties=species:S:1:pos:R:3
Os 1.6289 -1.5703 -1.1697
C 4.8883 0.8450 0.1569
C 4.1461 0.3355 1.3446
C 4.2828 0.9347 2.5869
C 3.5634 0.4748 3.6774
C 2.6924 -0.6012 3.5457
C 2.5551 -1.2599 2.3385
C 1.7307 -2.5044 2.2323
C 3.2978 -0.7893 1.2313
N 3.2370 -1.4990 0.0322
C 4.3382 -2.2298 -0.3323
O 5.3801 -2.2854 0.2768
C 4.0616 -3.0289 -1.5744
C 4.9545 -3.8997 -2.1826
C 4.5313 -4.5942 -3.3110
C 3.2409 -4.4072 -3.7949
C 2.4138 -3.5147 -3.1291
N 2.8284 -2.8489 -2.0510
C 1.0022 -3.1812 -3.5219
O 0.4432 -3.6772 -4.4718
N 0.4770 -2.2234 -2.6961
C -0.7973 -1.7309 -2.9813
C -1.9378 -2.5453 -2.7861
C -1.8071 -3.9507 -2.3124
C -3.1816 -2.0176 -3.1008
C -3.3026 -0.7406 -3.6240
C -2.1717 0.0382 -3.8477
C -0.9116 -0.4310 -3.5232
C 0.3127 0.3655 -3.8497
H 5.1558 1.8915 0.2807
H 4.3115 0.7291 -0.7640
H 5.8146 0.2727 0.0490
H 4.9709 1.7582 2.6975
H 3.6849 0.9521 4.6363
H 2.1432 -0.9527 4.4062
H 0.9817 -2.5442 3.0184
H 2.3811 -3.3736 2.3366
H 1.2191 -2.5919 1.2600
H 5.9464 -4.0157 -1.7704
H 5.2016 -5.2770 -3.8096
H 2.8681 -4.9254 -4.6668
H -1.0417 -4.0648 -1.5445
H -1.5228 -4.5719 -3.1661
H -2.7531 -4.3252 -1.9341
H -4.0626 -2.6253 -2.9589
H -4.2773 -0.3571 -3.8857
H -2.2786 1.0061 -4.3117
H 0.0682 1.4120 -4.0076
H 0.7584 -0.0174 -4.7694
H 1.0801 0.2946 -3.0616
C -1.5629 3.1603 3.9144
C -0.9365 2.0347 3.0716
C -1.0597 0.7112 3.8404
C 0.5649 2.3131 2.9048
Si -1.8896 1.9455 1.3580
Br 0.2809 0.0679 -0.1208
C -3.3963 0.7039 1.1693
C -2.9972 -0.7531 1.4366
C -4.4903 1.1348 2.1612
C -3.9898 0.7434 -0.2452
C -1.7357 3.4264 0.0857
C -1.7843 2.9725 -1.3782
C -2.8989 4.4001 0.3286
C -0.4098 4.1658 0.2947
H -1.0633 3.2021 4.8795
H -2.6207 2.9905 4.0963
H -1.4475 4.1303 3.4391
H -0.5724 0.8122 4.8077
H -0.5654 -0.0874 3.2946
H -2.0924 0.4410 4.0336
H 1.0416 2.2311 3.8783
H 0.7652 3.3063 2.5262
H 1.0207 1.5846 2.2414
H -2.6601 -0.9167 2.4526
H -2.2145 -1.0646 0.7506
H -3.8664 -1.3860 1.2708
H -4.1472 1.1009 3.1916
H -5.3385 0.4595 2.0704
H -4.8419 2.1417 1.9482
H -3.2393 0.4933 -0.9906
H -4.4299 1.7089 -0.4747
H -4.7856 0.0040 -0.3093
H -2.7527 2.5758 -1.6535
H -1.0238 2.2259 -1.5813
H -1.5901 3.8367 -2.0101
H -3.8573 3.9369 0.1112
H -2.7824 5.2562 -0.3325
H -2.9199 4.7732 1.3490
H 0.4303 3.4893 0.1638
H -0.3628 4.6326 1.2736
H -0.3248 4.9584 -0.4444
```

Properties
Total charge: +2
Kohn-Sham gap (alpha / beta) in eV: 7.223 / 4.947
<S²>: 6.03
Relative energy (zero: lowest compared OMol25 entry of this formula, charge and spin) in kcal/mol: 9.71
HOMO (alpha / beta) in eV: -13.9 / -13.8
2S+1: 5

---

Number 1: total energy -4746.27892 Eh. Number 2: total energy -4712.28100 Eh. Number 3: total energy -2645.08519 Eh. Number 4: total energy -4630.87582 Eh.